Record 1
Molecular formula: C68H78O31
Method: DFT, ωB97M-V/def2-TZVPD

Computed properties:
- charge = 0
- frontier orbital gap (eV) = 7.5

Positions of all 177 atoms, in Å:
C  2.843  0.359  -4.667
C  3.502  1.162  -3.622
C  4.215  0.399  -2.503
O  5.536  0.869  -2.679
C  5.621  1.746  -3.671
O  6.663  2.066  -4.230
O  4.461  2.005  -4.205
H  1.924  -0.119  -4.328
H  3.482  -0.490  -4.912
H  2.588  0.803  -5.629
H  2.751  1.852  -3.238
H  4.052  -0.667  -2.660
H  3.870  0.753  -1.531
C  -5.364  4.608  1.936
C  -4.720  4.134  0.626
C  -4.650  5.230  -0.425
O  -3.349  5.170  -0.841
C  -2.654  4.274  -0.117
O  -1.434  4.172  -0.225
O  -3.432  3.715  0.883
H  -5.576  3.812  2.651
H  -6.296  5.097  1.653
H  -4.850  5.336  2.563
H  -5.223  3.258  0.217
H  -5.087  6.152  -0.040
H  -5.356  4.891  -1.184
C  4.743  -3.537  -0.948
C  5.345  -2.940  0.309
C  6.744  -2.394  0.122
O  6.603  -1.111  0.614
C  5.349  -0.710  0.926
O  5.038  0.380  1.355
O  4.581  -1.842  0.679
H  3.699  -3.815  -0.805
H  5.198  -4.493  -1.209
H  4.782  -2.890  -1.825
H  5.315  -3.527  1.227
H  7.065  -2.371  -0.919
H  7.529  -3.015  0.553
C  -3.816  -0.582  3.089
C  -2.981  -1.753  2.615
C  -1.568  -1.881  3.186
O  -1.570  -3.263  3.672
C  -2.746  -3.808  3.401
O  -3.038  -5.012  3.612
O  -3.600  -2.922  3.027
H  -4.001  -0.671  4.160
H  -4.711  -0.536  2.468
H  -3.190  0.304  2.987
H  -2.813  -1.897  1.548
H  -1.295  -1.261  4.040
H  -0.900  -1.719  2.339
C  3.088  -4.575  4.336
C  3.296  -3.159  3.699
C  2.331  -2.934  2.631
O  1.756  -1.656  2.863
C  2.118  -1.268  4.095
O  1.870  -0.173  4.523
O  3.005  -2.094  4.627
H  3.843  -4.734  5.106
H  3.230  -5.242  3.486
H  2.106  -4.573  4.809
H  4.301  -3.079  3.284
H  1.389  -3.475  2.728
H  2.722  -3.229  1.658
C  -1.835  -5.870  0.922
C  -2.961  -5.595  0.109
C  -2.946  -4.521  -0.797
C  -1.811  -3.710  -0.923
C  -0.750  -3.961  -0.157
C  -0.757  -5.008  0.709
O  0.280  -5.152  1.527
O  -4.098  -4.209  -1.405
H  -1.806  -6.707  1.603
H  -3.783  -6.294  0.156
H  -1.783  -2.823  -1.539
H  0.174  -3.477  -0.438
H  0.342  -6.033  1.901
H  -4.794  -4.460  -0.793
C  -4.710  -1.195  -1.908
C  -5.122  0.001  -1.458
C  -5.273  1.090  -2.311
C  -4.991  0.932  -3.638
C  -4.504  -0.274  -4.079
C  -4.355  -1.345  -3.227
O  -3.926  -2.562  -3.702
O  -5.830  2.235  -1.776
H  -4.688  -1.943  -1.130
H  -5.345  0.144  -0.411
H  -5.123  1.756  -4.324
H  -4.124  -0.426  -5.078
H  -3.929  -3.233  -3.015
H  -6.637  2.078  -1.280
C  1.156  4.103  6.131
C  1.945  3.069  5.622
C  2.929  3.296  4.615
C  3.179  4.625  4.301
C  2.486  5.694  4.847
C  1.424  5.387  5.702
O  0.863  6.419  6.297
O  3.686  2.262  4.116
H  0.269  3.877  6.705
H  1.791  2.035  5.891
H  3.987  4.781  3.601
H  2.676  6.706  4.523
H  1.270  7.262  6.084
H  3.197  1.477  4.371
C  -0.895  -0.441  -6.366
C  -1.611  -0.729  -7.549
C  -2.730  0.113  -7.841
C  -3.032  1.297  -7.150
C  -2.222  1.603  -6.021
C  -1.167  0.735  -5.609
O  -0.530  0.951  -4.383
O  -3.686  -0.235  -8.759
H  -0.066  -1.062  -6.060
H  -1.430  -1.610  -8.146
H  -3.985  1.773  -7.327
H  -2.488  2.440  -5.391
H  -0.760  1.805  -4.010
H  -3.489  -0.964  -9.352
C  1.024  -0.292  -0.491
C  1.212  0.431  0.702
C  0.148  1.177  1.249
C  -1.074  1.243  0.619
C  -1.289  0.471  -0.522
C  -0.209  -0.235  -1.058
O  -0.301  -0.916  -2.281
O  0.441  1.918  2.315
H  1.845  -0.888  -0.861
H  2.188  0.442  1.165
H  -1.887  1.764  1.103
H  -2.253  0.482  -1.009
H  -0.538  -0.312  -2.989
H  1.350  2.216  2.241
C  1.923  -4.520  -4.467
C  1.541  -5.423  -5.509
C  0.236  -5.391  -6.029
C  -0.760  -4.608  -5.437
C  -0.364  -3.772  -4.398
C  0.979  -3.631  -4.040
O  1.440  -2.669  -3.274
O  -0.038  -6.116  -7.109
H  2.931  -4.485  -4.082
H  2.330  -5.934  -6.040
H  -1.767  -4.875  -5.721
H  -1.104  -3.232  -3.825
H  0.860  -1.944  -3.029
H  0.644  -6.787  -7.182
C  -1.375  0.896  6.759
C  -1.234  1.424  5.468
C  -2.208  2.247  4.896
C  -3.421  2.433  5.540
C  -3.602  1.980  6.909
C  -2.536  1.176  7.486
O  -2.647  0.593  8.737
O  -2.013  2.793  3.699
H  -0.726  0.111  7.119
H  -0.368  1.137  4.891
H  -4.254  2.870  5.009
H  -4.521  2.249  7.408
H  -3.313  1.036  9.268
H  -1.290  2.309  3.293
C  2.826  4.955  -1.466
C  2.415  4.054  -0.519
C  3.332  3.638  0.455
C  4.581  4.188  0.565
C  4.989  5.107  -0.448
C  4.093  5.464  -1.431
O  4.574  6.250  -2.381
O  2.909  2.785  1.411
H  2.040  5.340  -2.098
H  1.401  3.683  -0.472
H  5.122  3.879  1.447
H  5.971  5.553  -0.404
H  4.121  6.267  -3.228
H  3.609  2.237  1.773



Record 2
Molecular formula: C68H88Br2N6O6SSi2Sr
Method: DFT, ωB97M-V/def2-TZVPD

Computed properties:
- charge = -2
- frontier orbital gap (alpha / beta) (eV) = 6.2 / 4.8

Positions of all 174 atoms, in Å:
Sr  1.065  0.831  -0.710
C  3.971  1.176  2.142
C  3.122  1.748  3.275
C  3.909  1.638  4.585
C  2.714  3.169  2.955
C  3.531  4.214  3.363
C  3.153  5.533  3.217
C  1.920  5.819  2.665
C  1.107  4.807  2.187
C  -0.273  5.140  1.667
C  -0.300  6.380  0.769
C  -1.212  5.305  2.868
C  1.517  3.465  2.278
N  0.691  2.490  1.703
C  -0.110  1.852  2.483
C  -1.191  0.980  2.180
C  -1.728  0.344  3.323
C  -2.848  -0.435  3.299
C  -3.497  -0.623  2.074
C  -3.029  -0.014  0.949
C  -1.863  0.810  0.919
N  -1.515  1.401  -0.236
C  -2.571  1.619  -1.125
C  -3.642  2.458  -0.719
C  -4.784  2.573  -1.491
C  -4.903  1.908  -2.693
C  -3.817  1.200  -3.162
C  -2.654  1.064  -2.421
C  -1.526  0.279  -3.032
C  -1.249  0.710  -4.475
C  -1.816  -1.216  -2.991
C  -3.539  3.326  0.512
C  -3.689  4.790  0.081
C  -4.574  2.961  1.575
H  4.346  0.192  2.418
H  4.816  1.832  1.932
H  3.364  1.078  1.249
H  2.222  1.130  3.360
H  4.924  2.011  4.458
H  3.972  0.591  4.867
H  3.433  2.194  5.392
H  4.472  4.000  3.844
H  3.794  6.331  3.569
H  1.584  6.846  2.620
H  -0.622  4.287  1.077
H  -0.183  7.300  1.341
H  -1.251  6.439  0.243
H  0.497  6.324  0.032
H  -0.866  6.099  3.528
H  -1.250  4.379  3.436
H  -2.219  5.549  2.541
H  -0.006  2.040  3.564
H  -1.216  0.497  4.265
H  -3.221  -0.905  4.198
H  -4.375  -1.248  2.013
H  -3.530  -0.196  0.011
H  -5.613  3.175  -1.142
H  -5.814  1.960  -3.270
H  -3.895  0.702  -4.117
H  -0.633  0.457  -2.433
H  -2.070  0.438  -5.139
H  -0.354  0.206  -4.839
H  -1.099  1.788  -4.543
H  -2.607  -1.481  -3.691
H  -2.130  -1.510  -1.996
H  -0.918  -1.774  -3.246
H  -2.547  3.190  0.946
H  -4.673  4.981  -0.345
H  -2.940  5.025  -0.673
H  -3.562  5.460  0.929
H  -5.587  3.103  1.203
H  -4.444  3.585  2.457
H  -4.450  1.921  1.865
O  8.839  0.136  -1.303
N  8.372  1.293  -1.286
O  9.133  2.285  -1.329
C  7.005  1.525  -1.207
C  6.603  2.867  -1.149
C  5.274  3.242  -1.009
C  4.857  4.597  -0.913
C  3.534  4.877  -0.712
C  2.619  3.823  -0.618
N  2.972  2.553  -0.727
C  4.253  2.248  -0.918
C  4.642  0.858  -0.991
N  3.667  -0.047  -0.867
C  3.952  -1.330  -0.956
C  5.246  -1.794  -1.165
C  6.279  -0.885  -1.252
C  6.008  0.490  -1.155
H  7.374  3.619  -1.195
H  5.595  5.383  -0.984
H  3.190  5.896  -0.618
H  1.574  4.003  -0.428
H  3.111  -2.004  -0.875
H  5.437  -2.853  -1.253
H  7.297  -1.208  -1.398
Br  2.965  -2.305  -4.428
C  2.657  -0.443  -4.657
C  3.027  0.154  -5.845
C  2.758  1.490  -6.046
Br  3.222  2.258  -7.738
C  2.111  2.267  -5.074
C  1.742  3.618  -5.232
C  1.034  4.251  -4.247
C  0.725  3.545  -3.078
N  1.087  2.301  -2.889
C  1.750  1.643  -3.844
C  1.996  0.229  -3.603
O  1.597  -0.338  -2.565
H  3.501  -0.436  -6.619
H  2.006  4.141  -6.140
H  0.703  5.272  -4.373
H  0.149  4.009  -2.288
C  1.767  -4.486  3.795
Si  2.059  -2.582  3.833
C  1.012  -1.969  5.319
C  3.924  -2.418  4.317
C  1.595  -1.681  2.306
H  1.949  -4.958  4.758
H  2.410  -4.962  3.063
H  0.743  -4.693  3.513
H  1.206  -2.513  6.241
H  -0.039  -2.090  5.082
H  1.182  -0.915  5.517
H  4.331  -3.350  4.698
H  4.090  -1.663  5.080
H  4.520  -2.142  3.454
H  0.669  -1.136  2.224
H  2.056  -1.909  1.359
C  -1.746  -6.718  -2.122
C  -1.392  -5.281  -2.540
C  -1.587  -5.118  -4.053
C  0.058  -4.955  -2.181
O  -2.296  -4.398  -1.926
Si  -2.345  -3.724  -0.429
S  -0.736  -2.541  0.099
O  -2.556  -5.046  0.541
C  -2.448  -5.262  1.922
C  -2.153  -3.980  2.698
C  -3.776  -5.874  2.404
C  -1.313  -6.275  2.135
O  -3.744  -2.862  -0.467
C  -5.037  -3.140  -0.949
C  -6.036  -2.497  0.025
C  -5.306  -4.645  -1.053
C  -5.200  -2.496  -2.332
H  -0.966  -7.419  -2.418
H  -2.687  -7.020  -2.581
H  -1.868  -6.739  -1.044
H  -0.944  -5.804  -4.601
H  -1.346  -4.100  -4.341
H  -2.625  -5.314  -4.316
H  0.747  -5.541  -2.787
H  0.238  -5.154  -1.129
H  0.246  -3.898  -2.352
H  -2.880  -3.216  2.441
H  -1.172  -3.600  2.427
H  -2.182  -4.171  3.768
H  -4.578  -5.148  2.299
H  -3.700  -6.166  3.449
H  -4.021  -6.747  1.803
H  -0.411  -5.882  1.675
H  -1.561  -7.223  1.659
H  -1.137  -6.434  3.196
H  -5.913  -2.920  1.019
H  -7.059  -2.669  -0.308
H  -5.854  -1.427  0.081
H  -5.170  -5.116  -0.084
H  -4.594  -5.082  -1.746
H  -6.320  -4.832  -1.404
H  -5.042  -1.422  -2.263
H  -6.196  -2.688  -2.733
H  -4.453  -2.913  -2.999



Q: Which energy above the lowest of the compared OMol25 structures with the same formula, charge and spin values were calculated for the entries above? A: 94.03 8.26, in kcal per mole.
Q: Which electronic energy values were calculated for the entries above? A: -135250.608 -260691.570, in eV.